(1)
{"formula": "H2N2O2S", "method": "ωB97M-V/def2-TZVPD", "species": ["H", "N", "N", "O", "O", "S", "H"], "positions_angstrom": [[2.093, -0.953, -0.171], [1.144, -1.173, 0.016], [0.499, -0.175, 0.104], [0.881, 0.933, 0.124], [-0.805, -0.443, 0.445], [-1.998, 0.254, -0.415], [-1.814, 1.558, -0.103]], "de_lowest_kcal_mol": 64.2, "lumo_energy_ev": 0.36, "e_tot_ha": -659.2016, "homo_ev": -10.000}

---

(2)
{"formula": "C10H20Br6O4Sr4", "method": "ωB97M-V/def2-TZVPD", "species": ["Sr", "Sr", "Sr", "Sr", "O", "C", "C", "O", "H", "H", "H", "H", "O", "C", "C", "O", "H", "H", "H", "H", "Br", "C", "C", "Br", "H", "H", "H", "H", "Br", "C", "C", "Br", "H", "H", "H", "H", "Br", "C", "C", "Br", "H", "H", "H", "H"], "positions_angstrom": [[-3.086, -0.872, 2.199], [0.677, -0.337, 4.067], [-0.925, 2.584, 1.955], [-1.393, -3.838, 4.405], [-1.347, 0.393, 0.861], [-0.156, -0.403, 0.624], [-0.131, -1.861, 1.134], [-0.346, -2.220, 2.516], [0.626, 0.272, 1.023], [0.055, -0.353, -0.449], [0.832, -2.282, 0.827], [-0.834, -2.426, 0.506], [0.585, 4.617, 2.003], [1.831, 4.328, 2.514], [2.016, 3.140, 3.513], [1.248, 1.968, 3.333], [2.200, 5.289, 2.896], [2.492, 4.113, 1.646], [1.849, 3.528, 4.529], [3.089, 2.915, 3.512], [3.371, -0.633, 2.491], [3.617, -0.244, 0.554], [5.086, -0.226, 0.303], [5.323, 0.241, -1.596], [3.167, 0.734, 0.395], [3.000, -0.961, 0.020], [5.620, -1.158, 0.429], [5.523, 0.639, 0.792], [-1.839, -4.371, -4.217], [-3.202, -3.651, -3.008], [-2.560, -3.028, -1.793], [-3.988, -2.266, -0.687], [-3.787, -4.525, -2.729], [-3.857, -2.966, -3.543], [-1.810, -2.289, -2.078], [-2.045, -3.790, -1.209], [-1.463, -0.555, -4.263], [-2.450, 0.603, -3.048], [-2.697, 1.974, -3.618], [-4.143, 2.112, -4.953], [-1.971, 0.710, -2.074], [-3.379, 0.048, -2.924], [-1.798, 2.407, -4.050], [-3.000, 2.638, -2.806]], "de_lowest_kcal_mol": 118.2, "lumo_energy_ev": -15.40, "e_tot_ha": -16259.4071, "homo_ev": -17.057, "total_charge": 4}

---

(3)
{"formula": "C33H53BrN9OS2Sc", "method": "ωB97M-V/def2-TZVPD", "species": ["Sc", "C", "C", "N", "C", "C", "N", "C", "C", "N", "H", "H", "H", "H", "H", "H", "H", "H", "H", "H", "H", "H", "H", "H", "H", "C", "C", "C", "C", "C", "C", "C", "Br", "C", "O", "C", "C", "C", "C", "C", "C", "H", "H", "H", "H", "H", "H", "H", "H", "H", "H", "H", "H", "H", "H", "H", "H", "H", "H", "H", "H", "C", "C", "N", "C", "C", "S", "C", "C", "S", "C", "N", "C", "H", "H", "H", "H", "H", "H", "H", "H", "C", "C", "C", "C", "N", "C", "N", "N", "N", "H", "H", "H", "H", "H", "H", "H", "H", "H", "H"], "positions_angstrom": [[-0.621, -1.239, 0.782], [-3.519, -1.238, 2.236], [-3.753, -0.729, 0.793], [-2.879, -1.469, -0.132], [-3.415, -2.824, -0.389], [-2.290, -3.837, -0.579], [-1.157, -3.580, 0.336], [-1.329, -4.178, 1.681], [-2.342, -3.408, 2.526], [-2.218, -1.940, 2.364], [-3.536, -0.377, 2.900], [-4.333, -1.893, 2.549], [-4.808, -0.837, 0.527], [-3.504, 0.328, 0.724], [-2.845, -0.978, -1.018], [-4.048, -3.115, 0.446], [-4.049, -2.826, -1.277], [-2.673, -4.853, -0.444], [-1.913, -3.757, -1.594], [-0.367, -4.064, -0.079], [-1.653, -5.221, 1.607], [-0.357, -4.170, 2.173], [-3.346, -3.723, 2.250], [-2.200, -3.698, 3.569], [-1.737, -1.594, 3.199], [4.029, 0.433, -5.660], [3.759, 1.536, -4.625], [5.086, 1.944, -3.986], [3.156, 2.764, -5.324], [2.769, 1.001, -3.597], [3.101, 0.790, -2.271], [2.156, 0.275, -1.402], [2.763, -0.018, 0.393], [0.851, -0.055, -1.755], [-0.002, -0.576, -0.836], [0.497, 0.190, -3.113], [1.464, 0.686, -3.972], [-0.919, -0.054, -3.646], [-1.909, 0.843, -2.875], [-1.267, -1.541, -3.497], [-1.069, 0.291, -5.129], [4.732, 0.790, -6.414], [3.114, 0.129, -6.170], [4.463, -0.446, -5.181], [5.756, 2.325, -4.757], [5.584, 1.095, -3.513], [4.948, 2.734, -3.246], [3.890, 3.208, -5.997], [2.865, 3.521, -4.593], [2.278, 2.505, -5.916], [4.086, 1.014, -1.891], [1.191, 0.843, -5.005], [-1.733, 0.813, -1.801], [-2.940, 0.542, -3.088], [-1.802, 1.879, -3.197], [-2.321, -1.709, -3.739], [-1.073, -1.881, -2.486], [-0.662, -2.132, -4.186], [-0.853, 1.341, -5.329], [-2.100, 0.101, -5.434], [-0.423, -0.328, -5.753], [1.994, -3.229, -0.386], [2.085, -2.940, 1.079], [1.254, -2.205, 1.790], [1.713, -2.042, 3.088], [2.873, -2.699, 3.346], [3.436, -3.509, 1.958], [1.089, -1.175, 4.098], [1.814, -0.513, 5.044], [0.776, 0.308, 6.120], [-0.589, -0.276, 5.237], [-0.272, -1.011, 4.211], [-1.978, 0.022, 5.690], [1.181, -2.683, -0.858], [1.883, -4.300, -0.572], [2.922, -2.921, -0.867], [3.401, -2.765, 4.282], [2.885, -0.460, 5.149], [-1.993, 0.895, 6.340], [-2.640, 0.205, 4.843], [-2.373, -0.820, 6.261], [0.581, 5.000, 1.685], [-0.395, 4.983, 2.859], [-1.840, 5.129, 2.389], [-0.206, 3.729, 3.728], [-0.428, 2.490, 2.983], [0.458, 1.755, 2.311], [-0.196, 0.767, 1.745], [-1.486, 0.916, 2.096], [-1.639, 1.947, 2.834], [0.511, 5.952, 1.161], [0.350, 4.215, 0.960], [1.614, 4.879, 2.018], [-0.155, 5.820, 3.519], [-2.122, 4.326, 1.706], [-1.963, 6.072, 1.859], [-2.533, 5.122, 3.231], [-0.910, 3.736, 4.558], [0.812, 3.691, 4.114], [1.513, 1.959, 2.234]], "de_lowest_kcal_mol": 16.1, "lumo_energy_ev": -4.79, "e_tot_ha": -5988.1448, "homo_ev": -12.821, "total_charge": 2}

---

(4)
{"formula": "C6H9N3O2", "method": "ωB97M-V/def2-TZVPD", "species": ["N", "C", "C", "C", "N", "H", "H", "H", "H", "N", "C", "C", "C", "O", "O", "H", "H", "H", "H", "H"], "positions_angstrom": [[-3.193, 1.773, 2.652], [-2.345, 1.044, 2.308], [-1.275, 0.225, 1.750], [0.033, 0.086, 2.409], [-0.822, -1.106, 2.236], [-1.303, 0.296, 0.655], [0.119, 0.432, 3.436], [0.950, 0.140, 1.801], [-0.531, -1.567, 1.373], [0.993, -1.549, -0.857], [0.231, -1.208, -1.931], [0.185, 0.000, -2.538], [0.936, 1.178, -2.147], [0.955, 2.210, -2.776], [1.641, 1.086, -0.972], [1.444, -0.790, -0.377], [0.709, -2.360, -0.337], [-0.369, -2.010, -2.368], [-0.447, 0.177, -3.409], [2.088, 1.946, -0.908]], "de_lowest_kcal_mol": 59.6, "lumo_energy_ev": 0.34, "e_tot_ha": -548.7264, "homo_ev": -9.341}